Molecular formula: C3H10Cu2NO4
Method: DFT, the ωB97M-V functional and the def2-TZVPD basis

Values from the calculation:
Kohn-Sham gap: 4.223 eV
Net charge: -1
Energy above the lowest of the compared OMol25 structures with the same formula, charge and spin: 215.00 kcal per mole
Energy: -102222.186 eV

Structure (XYZ):
```
20
Properties=species:S:1:pos:R:3:forces:R:3
Cu -18.39779 22.20094 1.71511 -8.1 6.7 7.9
Cu -16.66636 21.90123 0.57062 6.8 -4.5 -2.4
O -19.32507 21.18406 0.74809 -7.2 -3.6 -3.9
H -20.20757 21.55997 0.93360 0.0 -0.7 -0.8
O -17.84436 23.05797 0.42763 0.6 10.1 -8.9
H -17.12704 23.65872 0.14643 -0.3 1.5 -0.3
O -17.53211 20.87087 1.83610 8.8 -10.5 3.6
H -16.95559 21.25298 2.52614 0.4 -1.5 -0.9
C -18.11424 23.87797 3.11338 0.5 0.4 -1.8
O -19.20353 23.49912 2.69696 -2.9 1.7 2.4
N -17.21398 23.15296 3.80991 2.5 -0.5 1.9
C -17.42378 21.76538 4.25739 -0.6 0.5 1.6
C -15.80708 23.65381 3.99097 -2.2 -0.5 1.1
H -17.76849 24.87757 2.80768 0.3 0.0 0.3
H -16.73208 21.03356 3.84013 0.1 0.3 0.6
H -18.44117 21.40840 4.09745 0.1 0.3 -0.6
H -17.33211 21.66404 5.33880 0.4 0.5 0.4
H -15.77590 23.74065 5.07705 0.9 0.0 0.2
H -15.08946 22.91664 3.63079 0.0 0.2 -0.2
H -15.65254 24.66419 3.61238 -0.1 -0.3 -0.5
```
Forces are in eV/Å.